Here is 10 unconnected molecules or ions with the total composition C59H126F12N6O11S in a non-equilibrium geometry from the Open Molecules 2025 dataset. Energies are from ωB97M-V/def2-TZVPD.

Last column: Mulliken charge in e.
Positions of all 215 atoms, in Å:
C -1.7655 -0.4626 -5.2684  -1.40
C -1.0762 0.8939 -5.1873  0.16
C -2.0143 1.9189 -4.5661  -0.03
C -1.5002 3.3326 -4.7474  -0.63
N -2.4187 4.4217 -4.2041  0.28
C -1.9102 5.7968 -4.6092  -0.41
C -2.4404 6.7683 -3.5811  -1.05
C -2.7832 5.9186 -2.3164  0.42
C -2.4998 4.4415 -2.6527  0.40
C -3.8180 4.2601 -4.8159  -1.10
H -1.0378 -1.2378 -5.5092  0.42
H -2.5073 -0.5170 -6.0522  0.45
H -2.1910 -0.7165 -4.2804  0.08
H -0.6617 1.2375 -6.1071  0.80
H -0.1797 0.8204 -4.5830  -0.43
H -2.1223 1.6792 -3.5142  0.15
H -3.0132 1.8338 -5.0937  0.60
H -1.2419 3.5534 -5.7666  0.67
H -0.5878 3.4942 -4.1690  -0.62
H -2.1588 5.9565 -5.6513  0.52
H -0.8001 5.6876 -4.5616  0.16
H -3.2910 7.3706 -3.8823  0.32
H -1.6787 7.5016 -3.3495  0.53
H -3.8077 6.0994 -1.9329  0.47
H -2.0539 6.1606 -1.5403  -0.75
H -3.2239 3.6828 -2.3397  0.72
H -1.4957 4.1894 -2.2338  -0.73
H -4.3266 3.4762 -4.2562  0.35
H -3.5459 3.8918 -5.7722  0.47
H -4.4744 5.1260 -4.8393  0.33
C 3.1777 1.6128 -4.6526  -0.99
C 4.4385 0.8758 -4.1483  -0.08
C 5.2037 1.6306 -3.0201  -1.05
C 4.3645 2.3402 -1.9730  1.59
N 5.0649 3.4384 -1.1895  0.64
C 4.1793 3.8881 -0.0284  0.60
C 4.7368 5.2292 0.3965  -1.03
C 5.3407 5.7898 -0.8654  -0.80
C 5.3656 4.6870 -1.9605  -0.42
C 6.3509 2.9124 -0.6148  -0.70
H 2.8761 1.3583 -5.6932  0.51
H 3.3446 2.6826 -4.6930  0.18
H 2.2715 1.4805 -4.0430  0.14
H 5.1269 0.6543 -4.9344  0.45
H 4.2445 -0.0777 -3.6440  -0.36
H 5.8167 2.3929 -3.5195  0.42
H 5.8269 0.8373 -2.6220  0.20
H 3.9027 1.6754 -1.2153  -0.27
H 3.5087 2.8620 -2.3770  -0.61
H 4.1820 3.1429 0.7651  0.40
H 3.1222 3.9250 -0.4179  -0.84
H 5.4757 5.0971 1.1772  0.50
H 3.9376 5.7651 0.8688  0.53
H 6.3621 6.1713 -0.6846  0.37
H 4.7017 6.5294 -1.2989  0.30
H 6.2981 4.6189 -2.4507  0.65
H 4.5839 4.7953 -2.7436  0.12
H 6.1342 1.9828 -0.0955  -0.06
H 6.8529 3.7085 0.0097  0.47
H 7.0425 2.7752 -1.4510  0.37
C 0.4400 -1.8083 6.4139  -1.24
C -0.9212 -1.0333 6.2425  -0.06
C -0.8673 0.4935 5.9861  -0.03
C 0.4084 0.7967 5.1289  -0.08
N 0.6027 2.3542 4.9531  0.15
C -0.5407 3.0998 4.3809  -0.43
C 0.1563 4.3441 3.7161  -0.30
C 1.6163 3.9176 3.5394  0.41
C 1.6838 2.4922 3.9683  0.56
C 1.0139 2.9825 6.2767  -1.00
H 1.2613 -1.3298 6.9942  0.32
H 0.9374 -2.0362 5.4402  0.19
H 0.3161 -2.7924 6.9495  0.37
H -1.6696 -1.2135 7.0491  0.44
H -1.4301 -1.5362 5.4241  -0.07
H -0.8654 0.9755 6.9671  0.42
H -1.7098 0.8864 5.4119  -0.03
H 0.2351 0.4104 4.1170  -0.47
H 1.3722 0.4129 5.4952  0.58
H -1.2504 3.3171 5.1507  0.59
H -1.0569 2.5079 3.6362  -0.07
H 0.1350 5.2242 4.3743  0.28
H -0.2822 4.6424 2.7480  0.01
H 2.3106 4.4929 4.1428  0.57
H 1.9357 4.0081 2.4863  -0.74
H 2.6168 2.2597 4.4872  0.48
H 1.4742 1.7555 3.1787  -0.89
H 1.3249 4.0263 6.2148  0.37
H 1.7409 2.3439 6.7201  0.32
H 0.1160 2.8919 6.8468  0.42
C -6.7859 -8.4103 2.3425  -1.29
C -6.0236 -7.0988 2.4993  -0.35
C -5.8474 -6.4669 1.0726  -0.62
C -5.2902 -5.0780 1.1406  -1.08
N -5.1181 -4.3727 -0.1954  0.92
C -4.6355 -2.9271 0.1540  0.02
C -5.1492 -2.1208 -1.0689  -0.19
C -6.4318 -2.7605 -1.3879  -1.09
C -6.5096 -4.1570 -0.8247  -0.63
C -4.2079 -5.1095 -1.1490  -0.92
H -6.8878 -8.9201 3.3062  0.40
H -6.2855 -9.0744 1.6049  0.31
H -7.7901 -8.2255 1.9787  0.34
H -5.0239 -7.2441 2.8741  0.32
H -6.5383 -6.3482 3.0904  0.38
H -6.8045 -6.5192 0.5589  0.41
H -5.1805 -7.1483 0.5211  0.40
H -4.3299 -5.0458 1.6834  0.19
H -6.0107 -4.4151 1.6666  0.57
H -3.5638 -2.8738 0.3974  -0.40
H -5.2021 -2.6473 1.0285  0.21
H -4.4955 -2.2658 -1.9212  0.23
H -5.1935 -1.0873 -0.7309  0.60
H -6.5811 -2.7881 -2.4700  0.33
H -7.2875 -2.2586 -0.9622  0.33
H -6.7607 -4.9506 -1.4877  0.46
H -7.1624 -4.1897 0.0576  0.32
H -3.6008 -5.8198 -0.6128  0.41
H -3.4769 -4.3967 -1.5958  0.28
H -4.6910 -5.6887 -1.8943  0.24
C 4.3189 -6.5182 -1.9052  -0.99
N 2.9805 -6.9453 -1.4842  0.22
C 2.8646 -8.4117 -1.4853  -0.87
C 2.8009 -6.5314 -0.0432  -0.85
C 1.9251 -6.3576 -2.3623  -0.76
C 2.0764 -4.8883 -2.7950  -0.75
O 1.9331 -4.0013 -1.7118  0.00
H 5.0150 -7.1324 -1.3878  0.36
H 4.3807 -5.4864 -1.6434  0.44
H 4.3352 -6.6639 -2.9605  0.39
H 3.7229 -8.8049 -0.8880  0.38
H 2.9578 -8.8403 -2.4938  0.41
H 1.9721 -8.7881 -1.0393  0.36
H 3.0773 -5.5024 0.0155  0.07
H 3.5159 -7.0950 0.5271  0.55
H 1.7601 -6.7122 0.3121  0.36
H 0.9472 -6.4821 -1.8679  0.45
H 1.9760 -6.9755 -3.2677  0.45
H 1.2736 -4.7470 -3.5784  0.30
H 2.9782 -4.6028 -3.3224  0.55
H 1.1890 -4.3651 -1.1723  0.36
C 0.3398 -1.2656 0.8856  0.96
N 0.2996 -0.3847 -0.3265  1.08
C 1.5612 -0.5792 -1.1770  0.74
C -0.9126 -0.9466 -1.0782  -0.21
C 0.0377 1.0218 0.1959  0.21
C 0.5376 2.1550 -0.6147  1.01
O 0.1837 2.1762 -1.9841  0.61
H -0.5189 -1.0396 1.5058  0.61
H 1.2986 -1.0776 1.3829  -0.33
H 0.3483 -2.3130 0.5545  -0.88
H 1.6155 0.0274 -2.0665  -0.09
H 1.6405 -1.6356 -1.4155  0.00
H 2.3843 -0.3425 -0.5022  -0.51
H -1.8162 -0.8025 -0.4719  0.02
H -0.8151 -2.0262 -1.2127  0.17
H -0.9857 -0.5221 -2.0930  -0.08
H 0.5750 0.9635 1.1609  -0.67
H -1.0244 1.1210 0.3927  0.27
H 1.6388 2.1486 -0.4245  -1.12
H 0.1495 3.0886 -0.0962  0.28
H 0.5955 2.9726 -2.3957  -0.36
C 0.3268 -4.7938 2.4945  0.41
F -0.1910 -4.9843 3.6720  -0.20
F 1.0150 -3.6494 2.5065  -0.21
F 1.2564 -5.7391 2.1814  -0.25
S -0.9705 -4.7882 1.1734  0.32
O -0.0533 -4.6985 0.0113  -1.21
O -1.6955 -6.0483 1.2906  -0.62
O -1.6914 -3.5262 1.4396  -0.08
C -3.8320 0.3487 3.6739  -0.95
O -3.7407 -1.1396 3.9216  0.05
O -2.9894 1.1399 4.1223  -0.80
C -3.8041 0.3834 2.1642  0.85
F -2.6826 -0.3321 1.7598  -0.20
F -4.8403 -0.1845 1.5608  -0.29
F -3.7427 1.6863 1.5759  -0.34
C -4.8325 -1.7273 4.5961  -0.59
C -5.2354 -1.1389 5.9993  -1.15
H -4.6571 -1.5283 6.7875  0.33
H -5.1145 -0.0556 5.8625  0.29
H -6.3193 -1.3186 6.0425  0.35
H -4.5232 -2.7329 4.7406  0.37
H -5.6462 -1.7335 3.8830  0.39
H -4.9441 0.4601 3.7923  0.44
C 1.5393 5.5803 -2.5005  1.40
O 0.4638 6.0950 -1.5683  -0.02
O 1.2349 4.4723 -2.9786  -1.20
C 1.8531 6.7002 -3.4784  0.71
F 2.8863 6.2752 -4.1373  -0.23
F 0.8565 7.0656 -4.3621  -0.28
F 2.2358 7.8860 -2.8803  -0.31
C 0.8902 6.4587 -0.2744  0.82
C -0.3788 6.5886 0.5267  -1.72
H -1.0002 5.6878 0.5840  0.32
H -0.1729 6.9039 1.5991  0.36
H -1.0939 7.3264 0.1626  0.48
H 1.4255 7.3990 -0.1954  0.31
H 1.4662 5.6100 0.1647  -0.51
H 2.4841 5.4881 -1.9095  -1.42
C 4.2505 0.2140 1.4065  -0.49
O 4.2184 -0.9248 0.3795  0.22
O 3.3918 1.1547 1.0293  -0.33
C 4.0575 -0.4249 2.7992  0.26
F 2.7313 -0.7708 3.0855  0.08
F 4.7846 -1.5160 3.1119  -0.32
F 4.3478 0.4835 3.7710  -0.32
C 5.3151 -1.5839 -0.1299  -0.60
C 4.8988 -2.3589 -1.3490  0.04
H 5.7604 -2.9472 -1.7270  0.58
H 4.1519 -3.0457 -1.0278  -0.41
H 4.4891 -1.7550 -2.1935  -0.37
H 5.7695 -2.2522 0.6197  0.28
H 6.0768 -0.8870 -0.4842  0.23
H 5.3946 0.4520 1.4253  -0.14

The frontier orbital gap is 7.18 eV. As for the charge: +2. For the HOMO energy, the calculation gives -0.3877 hartree. As for the LUMO energy: -3.37 eV. The value obtained for the max |F| is 4.1 eV/Å.